Entry 1:
Here is one molecule with the formula C20H19FN4O3S from OMol25. Energies are from the ωB97M-V functional and the def2-TZVPD basis.

**E**: -1716.33598 a.u.
**HOMO**: -8.1 eV
**Relative energy (zero: lowest compared OMol25 entry of this formula, charge and spin)**: 0.00 kcal/mol
**HOMO-LUMO gap**: 0.313 Ha
**Lowest unoccupied orbital energy**: 0.016 Ha
**Spin multiplicity**: 1

Element x y z (Å)
1 C -1.29222 -2.85543 0.80521
2 O -1.67086 -1.50682 0.68800
3 C -2.85956 -1.20693 0.08125
4 C -3.74097 -2.13347 -0.44983
5 C -4.92469 -1.71171 -1.03924
6 C -5.23421 -0.36797 -1.10094
7 C -4.36192 0.57165 -0.57405
8 C -3.17600 0.16585 0.01563
9 N -2.24677 1.04429 0.58227
10 C -2.27818 2.38908 0.63532
11 O -3.13609 3.11728 0.18763
12 C -1.05515 2.96218 1.38591
13 C 0.20284 2.46536 0.79004
14 N 0.57175 1.21399 0.77286
15 N 1.72860 1.12672 0.10141
16 C 2.05867 2.33149 -0.27818
17 S 3.51518 2.66195 -1.14413
18 C 4.02018 0.91663 -1.27686
19 C 3.80349 0.17319 0.04226
20 O 4.27817 0.60141 1.06914
21 C 3.22074 -1.19573 -0.04802
22 C 2.33080 -1.60384 -1.03824
23 C 1.82014 -2.88683 -1.03503
24 C 2.20438 -3.75993 -0.03219
25 F 1.69601 -5.01005 -0.02670
26 C 3.07914 -3.38229 0.97010
27 C 3.57891 -2.09480 0.95551
28 N 1.12188 3.23476 0.12042
29 C 1.11347 4.65080 -0.11384
30 H -2.00667 -3.42207 1.41090
31 H -0.32414 -2.84178 1.30318
32 H -1.18833 -3.33271 -0.17374
33 H -3.51850 -3.18796 -0.40846
34 H -5.60138 -2.44707 -1.44743
35 H -6.15566 -0.04205 -1.55778
36 H -4.59386 1.62262 -0.61549
37 H -1.40224 0.58403 0.91927
38 H -1.12327 2.63117 2.42445
39 H -1.10851 4.04951 1.35172
40 H 5.09082 0.94029 -1.48603
41 H 3.49149 0.47396 -2.11630
42 H 1.99139 -0.91468 -1.79406
43 H 1.12620 -3.21478 -1.79295
44 H 3.35046 -4.08513 1.74187
45 H 4.25470 -1.76039 1.72785
46 H 0.17389 4.94612 -0.58348
47 H 1.94216 4.89759 -0.77569
48 H 1.23372 5.19252 0.82646


Entry 2:
Here is C20H19HfN5O2 as an isolated structure from OMol25. Energies are from the ωB97M-V functional and the def2-TZVPD basis.

**E**: -1244.13965 a.u.
**HOMO**: -19.1 eV
**HOMO-LUMO gap**: 0.105 Ha
**Lowest unoccupied orbital energy**: -0.597 Ha
**Net charge**: +4
**Spin multiplicity**: 1

Element x y z (Å)
1 N -1.51745 -0.75944 -1.19494
2 C -2.26508 -1.58323 -1.53618
3 C -3.22362 -2.53133 -2.01564
4 H -2.82634 -3.02776 -2.91611
5 H -4.16553 -2.00805 -2.25504
6 H -3.41565 -3.29118 -1.24609
7 N -0.60491 1.71762 1.03148
8 C -0.83023 2.32782 1.99845
9 C -1.13673 3.16666 3.11646
10 H -2.11710 3.65306 2.97477
11 H -0.35527 3.93563 3.23297
12 H -1.17118 2.55836 4.03087
13 N 1.65384 0.39445 -1.13769
14 C 2.76437 0.23177 -1.45043
15 C 4.09841 0.14346 -1.96246
16 H 4.81264 0.01446 -1.13642
17 H 4.34029 1.06960 -2.51705
18 H 4.17144 -0.72640 -2.63640
19 Hf -0.37336 1.03453 -0.97855
20 C 1.93933 0.30636 1.96244
21 O 2.68181 -0.16274 2.69096
22 C -1.69074 -0.97162 1.81054
23 O -2.32501 -1.54486 2.56883
24 C -2.14867 1.81850 -2.23761
25 C -1.20631 1.29388 -3.13309
26 C 0.10720 1.76719 -3.12618
27 C 0.48575 2.77475 -2.22709
28 C -0.46041 3.31850 -1.34504
29 C -1.77940 2.83741 -1.34811
30 H -3.17525 1.44912 -2.22967
31 H -1.48414 0.51886 -3.84601
32 H 0.82366 1.35820 -3.83734
33 H 1.50694 3.15780 -2.21959
34 H -0.15534 4.12435 -0.67317
35 H -2.53263 3.25495 -0.67561
36 N 1.16568 -4.79163 4.89026
37 C 1.28705 -4.37293 3.80346
38 C 1.44283 -3.88874 2.45898
39 C 2.10142 -4.64439 1.48411
40 C 2.18904 -4.17083 0.17812
41 C 1.60623 -2.92100 -0.09816
42 N 1.01102 -2.20222 0.84128
43 C 0.93116 -2.62681 2.09089
44 H 2.53674 -5.60185 1.76490
45 H 2.68147 -4.72892 -0.61524
46 H 1.62743 -2.50058 -1.10693
47 H 0.44768 -1.98762 2.83777


Entry 3:
Here is one molecule with the formula C20H19N3O2 from OMol25. Energies are from the ωB97M-V functional and the def2-TZVPD basis.

**E**: -1088.32197 a.u.
**HOMO**: -8.2 eV
**Relative energy (zero: lowest compared OMol25 entry of this formula, charge and spin)**: 28.98 kcal/mol
**HOMO-LUMO gap**: 0.319 Ha
**Lowest unoccupied orbital energy**: 0.017 Ha
**Spin multiplicity**: 1

Element x y z (Å)
1 O 0.99049 1.58904 0.42773
2 C 1.60195 0.76543 -0.21432
3 N 1.03015 -0.25350 -0.95059
4 C -0.31615 -0.59134 -1.05942
5 C -1.33273 0.12699 -0.43445
6 C -2.64578 -0.27202 -0.57598
7 C -2.98908 -1.38046 -1.34768
8 C -4.38828 -1.79810 -1.48811
9 C -5.27520 -1.73661 -0.41280
10 C -6.58320 -2.14823 -0.59843
11 N -7.05318 -2.60152 -1.74886
12 C -6.21647 -2.65963 -2.77159
13 C -4.88870 -2.27662 -2.69930
14 C -1.96711 -2.08645 -1.97944
15 C -0.65119 -1.70268 -1.83361
16 N 2.96672 0.73676 -0.26324
17 C 3.73993 1.79170 0.36400
18 C 5.21299 1.57914 -0.02113
19 O 5.38733 1.47704 -1.41327
20 C 3.58229 1.77108 1.86510
21 C 3.55846 0.56349 2.54964
22 C 3.42736 0.54189 3.92605
23 C 3.32731 1.72791 4.63304
24 C 3.35486 2.93492 3.95653
25 C 3.48045 2.95601 2.57886
26 H 1.66009 -0.87884 -1.43306
27 H -1.08201 0.98908 0.15994
28 H -3.42313 0.30361 -0.09575
29 H -4.94177 -1.39251 0.55423
30 H -7.29623 -2.11751 0.21571
31 H -6.63778 -3.03242 -3.69672
32 H -4.25650 -2.32927 -3.57263
33 H -2.20319 -2.96076 -2.56821
34 H 0.13041 -2.27041 -2.32064
35 H 3.45445 0.20641 -0.96958
36 H 3.39889 2.76843 -0.01486
37 H 5.82009 2.38857 0.40265
38 H 5.56339 0.63000 0.39145
39 H 5.15904 2.32044 -1.82089
40 H 3.62785 -0.36314 1.99876
41 H 3.40100 -0.40327 4.44837
42 H 3.22211 1.71087 5.70771
43 H 3.27085 3.86313 4.50224
44 H 3.48767 3.89999 2.05344


Entry 4:
Here is one molecule with the formula C20H19N5O2S from OMol25. Energies are from the ωB97M-V functional and the def2-TZVPD basis.

**E**: -1596.01208 a.u.
**HOMO**: -8.6 eV
**Relative energy (zero: lowest compared OMol25 entry of this formula, charge and spin)**: 4.63 kcal/mol
**HOMO-LUMO gap**: 0.292 Ha
**Lowest unoccupied orbital energy**: -0.025 Ha
**Spin multiplicity**: 1

Element x y z (Å)
1 C -2.46172 0.70302 3.84614
2 C -1.01953 1.05599 3.52953
3 S -0.22321 2.58592 3.96906
4 C 1.25288 1.97926 3.25296
5 C 2.46951 2.83134 3.17053
6 N 2.36329 4.13037 3.57061
7 C 3.46709 4.89484 3.54461
8 C 4.70223 4.41864 3.11999
9 C 5.80431 5.31688 3.22171
10 N 6.73057 5.97268 3.21772
11 C 4.85086 3.09081 2.68427
12 C 6.15494 2.56156 2.16187
13 C 3.68715 2.26522 2.71864
14 O 3.71081 0.99173 2.28372
15 N 1.17904 0.74103 2.78146
16 C -0.10321 0.23186 2.91474
17 C -0.47323 -1.11095 2.39391
18 C -1.26418 -0.85630 1.09949
19 O -2.45450 -1.19601 1.06544
20 N -0.64801 -0.33748 -0.00537
21 C -1.24556 -0.38881 -1.31755
22 C -1.10789 -1.77678 -1.94752
23 C -1.63840 -1.82347 -3.36021
24 C -2.77792 -2.59317 -3.68263
25 C -3.15452 -2.66897 -5.01934
26 C -2.33588 -1.98606 -5.96844
27 C -1.17243 -1.34414 -5.53846
28 N -0.84018 -1.23553 -4.24711
29 H -2.72280 -0.36529 3.75810
30 H -2.72637 0.95403 4.89047
31 H -3.11139 1.34740 3.22112
32 H 3.37316 5.87588 3.93357
33 H 6.19975 2.79948 1.08541
34 H 6.17458 1.46941 2.28803
35 H 7.02956 2.99557 2.65131
36 H 2.76744 0.60948 2.28476
37 H 0.49533 -1.64880 2.18221
38 H -1.06201 -1.70889 3.07512
39 H 0.36540 -0.30947 0.06607
40 H -2.31086 -0.10865 -1.30369
41 H -0.80853 0.36689 -1.91807
42 H -1.69119 -2.50831 -1.37670
43 H -0.04430 -2.10730 -1.96607
44 H -3.35624 -3.09564 -2.94322
45 H -4.07449 -3.15066 -5.27785
46 H -2.60689 -2.06415 -6.98883
47 H -0.47110 -0.93314 -6.25017


Entry 5:
Here is one molecule with the formula C20H19N5O3 from OMol25. Energies are from the ωB97M-V functional and the def2-TZVPD basis.

**E**: -1272.95419 a.u.
**HOMO**: -7.5 eV
**Relative energy (zero: lowest compared OMol25 entry of this formula, charge and spin)**: 96.78 kcal/mol
**HOMO-LUMO gap**: 0.273 Ha
**Lowest unoccupied orbital energy**: -0.001 Ha
**Spin multiplicity**: 1

Element x y z (Å)
1 C -1.74448 -7.32466 1.25387
2 C -1.80118 -5.85962 1.78562
3 C -1.84839 -4.81135 0.67356
4 C -0.55266 -4.59189 -0.09863
5 O -0.62582 -3.66221 -1.20992
6 C -0.52780 -2.33075 -0.91452
7 N -0.41092 -1.74336 0.31375
8 C -0.14386 -0.48801 0.10212
9 N 0.08478 0.40198 1.09306
10 C 0.21942 1.67318 0.79821
11 C 0.48921 2.50527 1.97041
12 C 0.42852 2.08564 3.29113
13 C 0.67381 3.27653 4.07263
14 C 0.85323 4.30039 3.18524
15 O 0.80858 3.83823 1.94171
16 N 0.12354 2.19971 -0.53217
17 C -0.14491 3.65283 -0.88809
18 C 1.07242 4.36512 -1.32845
19 C 1.25569 5.18142 -2.43360
20 C 2.61901 5.61481 -2.32738
21 C 3.13089 5.04366 -1.15554
22 O 2.20754 4.23219 -0.57126
23 C 0.02806 1.19439 -1.55963
24 N 0.03982 1.57136 -2.87999
25 C -0.14704 -0.11827 -1.27093
26 C -0.36864 -1.39899 -1.92776
27 C -0.41222 -1.64098 -3.33799
28 N -0.43382 -1.80319 -4.47801
29 H -1.02097 -7.43485 0.44234
30 H -1.43656 -7.95499 2.06928
31 H -2.75112 -7.60532 0.90806
32 H -2.71471 -5.78084 2.39948
33 H -0.89353 -5.68593 2.38253
34 H -2.64910 -5.10742 -0.04330
35 H -2.12956 -3.85012 1.13461
36 H -0.23184 -5.57113 -0.47461
37 H 0.13184 -4.26666 0.63459
38 H 0.22295 1.10434 3.66506
39 H 0.70259 3.32402 5.16087
40 H 1.03126 5.33894 3.48179
41 H -0.86958 3.67587 -1.64983
42 H -0.57543 4.19678 -0.05508
43 H 0.53129 5.51104 -3.19876
44 H 3.17141 6.27778 -3.01283
45 H 4.11384 5.16116 -0.75088
46 H 0.06206 0.81293 -3.57054
47 H 0.43239 2.49097 -3.09022


- Which value of HOMO-LUMO gap does entry 3 give?
  0.319 Ha